Formula: C12H30KN2O4S
Source: the Open Molecules 2025 dataset
Level of theory: the ωB97M-V functional and the def2-TZVPD basis

Atoms and positions in Å:
K (0.967781, 0.256721, -0.522679)
S (2.255549, -0.186208, -3.576255)
O (2.286771, 1.117125, -2.816463)
O (1.549245, -1.164408, -2.680286)
O (1.500369, -0.091084, -4.838127)
O (3.669903, -0.564579, -3.817332)
C (-1.278749, 0.894721, -3.529509)
C (-1.730257, 1.772163, -2.369080)
N (-1.942907, 1.025274, -1.127713)
C (-2.170198, 1.863722, 0.028884)
C (-1.151881, 2.964054, 0.301746)
C (-2.953790, -0.019147, -1.245284)
C (-2.388634, -1.406273, -1.528295)
H (-0.462149, 0.238350, -3.234189)
H (-0.980510, 1.522880, -4.363523)
H (-2.115040, 0.276695, -3.871893)
H (-0.963898, 2.528919, -2.189817)
H (-2.666529, 2.309697, -2.625393)
H (-3.153967, 2.379539, -0.044944)
H (-2.250780, 1.221346, 0.911588)
H (-1.289005, 3.274180, 1.342342)
H (-0.102955, 2.680794, 0.196666)
H (-1.320455, 3.855509, -0.299919)
H (-3.717379, 0.262836, -1.984162)
H (-3.488079, -0.065553, -0.289033)
H (-1.377955, -1.494786, -1.121312)
H (-2.238887, -1.593527, -2.592185)
H (-2.989211, -2.213243, -1.107083)
C (1.493813, 1.492305, 2.653502)
C (2.186721, 0.172767, 2.363166)
N (1.316424, -0.973827, 2.043658)
C (2.141813, -2.177882, 2.017651)
C (3.212943, -2.091018, 0.928329)
C (0.153773, -1.084126, 2.907736)
C (-0.796979, -2.212004, 2.481927)
H (0.615840, 1.636896, 2.021689)
H (2.180819, 2.332662, 2.636706)
H (1.046915, 1.465456, 3.654955)
H (2.814576, 0.280617, 1.479298)
H (2.861741, -0.085519, 3.195538)
H (2.569443, -2.390293, 3.013139)
H (1.503654, -3.020470, 1.750523)
H (4.026700, -1.415736, 1.186014)
H (3.641877, -3.063855, 0.701571)
H (2.706723, -1.719033, 0.038771)
H (-0.417431, -0.157097, 2.834557)
H (0.410638, -1.229400, 3.973731)
H (-0.392053, -3.197589, 2.691280)
H (-1.024911, -2.114556, 1.417788)
H (-1.749441, -2.094016, 3.001719)

Atoms 1-6, force components in eV/Å:
K 0.22 -0.06 -1.29
S 1.37 0.31 -0.33
O -0.81 0.24 0.35
O -0.26 -0.40 0.77
O -0.03 0.29 0.22
O -0.76 -0.35 0.16

## Properties
ΔE to the lowest compared entry with this formula, charge and spin = 0.000 eV
Electronic energy = -51263.1457 eV
Net charge = -1

***

Formula: C12H30N2O12PbS2
Source: the Open Molecules 2025 dataset
Level of theory: the ωB97M-V functional and the def2-TZVPD basis

Atoms and positions in Å:
Pb (-0.869464, -3.316526, -1.298784)
S (3.145257, -1.650194, -3.503811)
O (3.657556, -0.313986, -3.445394)
O (3.828526, -2.625829, -4.341151)
O (3.051964, -2.234033, -2.217897)
O (1.788461, -1.697226, -3.997106)
S (-0.340294, -7.576707, -3.945474)
O (0.702597, -7.046915, -3.066020)
O (-0.768713, -8.854518, -3.596338)
O (-1.340277, -6.552285, -3.894902)
O (0.297013, -7.547983, -5.249891)
C (0.150082, -5.042753, 2.097678)
O (-1.170648, -4.693479, 1.697966)
C (-2.145163, -4.537301, 2.747861)
C (-3.478685, -4.315032, 2.023213)
N (-3.566341, -3.079989, 1.218158)
C (-4.630555, -3.267251, 0.235105)
C (-4.697240, -2.000198, -0.644202)
O (-3.537483, -1.880024, -1.450230)
C (-3.608235, -0.774085, -2.388059)
H (0.735454, -5.110646, 1.180710)
H (0.262177, -5.969559, 2.660326)
H (0.551643, -4.212666, 2.678879)
H (-1.845572, -3.691876, 3.367217)
H (-2.307311, -5.415338, 3.373043)
H (-4.237427, -4.282653, 2.805116)
H (-3.627253, -5.248891, 1.481055)
H (-3.920920, -2.351297, 1.820977)
H (-5.619116, -3.295466, 0.693428)
H (-4.490495, -4.102166, -0.451476)
H (-4.855703, -1.143881, 0.011328)
H (-5.573700, -2.166564, -1.270497)
H (-2.595088, -0.470280, -2.651391)
H (-4.097968, 0.096961, -1.952690)
H (-4.120829, -1.106858, -3.290618)
C (1.863035, 2.133755, 1.619069)
O (0.596455, 2.290054, 0.899747)
C (0.497703, 3.409773, 0.022468)
C (1.225327, 4.716080, 0.304785)
N (2.674918, 4.762491, -0.097793)
C (3.260877, 6.047351, -0.101021)
C (3.480976, 6.762801, 1.252784)
O (4.046717, 8.092346, 1.121412)
C (4.146038, 8.860545, 2.339277)
H (2.689345, 2.416254, 0.966763)
H (2.068328, 1.165103, 2.074758)
H (1.818569, 2.756235, 2.512737)
H (-0.571235, 3.594572, -0.083976)
H (0.770913, 3.020591, -0.958333)
H (1.096162, 5.069328, 1.327834)
H (0.732913, 5.529399, -0.228266)
H (2.873723, 4.098299, -0.832247)
H (2.695930, 6.682444, -0.783373)
H (4.212390, 5.904786, -0.613266)
H (3.968588, 6.152512, 2.012970)
H (2.463632, 6.869281, 1.629325)
H (4.509905, 9.882903, 2.236918)
H (4.917658, 8.481438, 3.009348)
H (3.234886, 8.779151, 2.931953)

Atoms 1-6, force components in eV/Å:
Pb 0.13 -0.20 -0.50
S 0.48 -1.46 -0.95
O 1.25 2.02 -0.50
O 1.89 0.06 -1.54
O 0.17 -1.38 5.14
O -4.32 0.83 -1.57

## Properties
ΔE to the lowest compared entry with this formula, charge and spin = 9.261 eV
Electronic energy = -67387.6291 eV
Net charge = -2

***

Formula: C12H30N2O4Ti
Source: the Open Molecules 2025 dataset
Level of theory: the ωB97M-V functional and the def2-TZVPD basis

Atoms and positions in Å:
Ti (1.024065, -0.148220, -0.301582)
C (-2.865402, 0.276678, -1.095753)
O (-1.743998, 1.099801, -1.268333)
C (-1.893944, 1.991688, -2.350203)
C (-0.766964, 3.020662, -2.491256)
N (0.554886, 2.379153, -2.748255)
C (1.773174, 3.145226, -2.570280)
C (2.047166, 3.798323, -1.207187)
O (2.042795, 2.891251, -0.075252)
C (2.434846, 3.542314, 1.121811)
H (-2.898103, -0.085264, -0.068115)
H (-2.938200, -0.612087, -1.722568)
H (-3.824358, 0.784596, -1.198376)
H (-2.847795, 2.510803, -2.256576)
H (-1.939149, 1.313119, -3.202034)
H (-0.869993, 3.642424, -1.601932)
H (-0.997425, 3.654824, -3.347309)
H (0.362065, 2.166945, -3.716695)
H (1.799308, 3.963098, -3.290349)
H (2.629214, 2.519101, -2.821792)
H (1.223242, 4.490812, -1.034833)
H (2.956484, 4.391383, -1.304709)
H (1.783032, 4.363021, 1.421268)
H (3.378400, 4.068025, 0.975433)
H (2.463894, 2.846363, 1.960206)
C (-0.505055, -3.672217, -1.979669)
O (0.313340, -3.401158, -0.870365)
C (0.186159, -4.413614, 0.128862)
C (1.281178, -4.178347, 1.220316)
N (1.043682, -2.965694, 2.045162)
C (-0.161961, -2.881637, 2.932106)
C (-0.334466, -1.422746, 3.473139)
O (-0.664442, -0.540497, 2.421756)
C (-1.136909, 0.710063, 2.868535)
H (-1.466956, -4.087466, -1.678981)
H (-0.088601, -4.366805, -2.709179)
H (-0.793738, -2.766837, -2.513559)
H (0.348491, -5.401520, -0.302165)
H (-0.792089, -4.530488, 0.595195)
H (2.295235, -4.178537, 0.820580)
H (1.218852, -4.998893, 1.935109)
H (1.897141, -2.840702, 2.570596)
H (-0.128650, -3.639135, 3.715179)
H (-1.069359, -3.040018, 2.349326)
H (0.594609, -1.108399, 3.948661)
H (-1.099045, -1.524026, 4.243368)
H (-1.977476, 0.570975, 3.548392)
H (-1.461664, 1.353343, 2.050713)
H (-0.385514, 1.310317, 3.381593)

Atoms 1-6, force components in eV/Å:
Ti -0.58 0.13 0.14
C -0.96 -0.53 0.92
O 0.68 0.18 0.96
C 0.29 -0.56 -0.85
C -0.17 -0.30 0.67
N -1.67 -0.60 1.22

## Properties
ΔE to the lowest compared entry with this formula, charge and spin = 3.775 eV
Electronic energy = -47203.9549 eV
Net charge = +1
<S²> = 3.751
Multiplicity = 4

***

Formula: C12H30O13S3
Source: the Open Molecules 2025 dataset
Level of theory: the ωB97M-V functional and the def2-TZVPD basis

Atoms and positions in Å:
C (3.902652, -0.274565, 7.090166)
C (4.741112, 0.102441, 5.882978)
O (4.145273, -0.346896, 4.672798)
S (2.846619, 0.453203, 4.099162)
C (2.794784, -0.312266, 2.498398)
O (3.191080, 1.850622, 3.933939)
O (1.676397, 0.033341, 4.837423)
H (2.943629, 0.251206, 7.084792)
H (4.420085, -0.017490, 8.018838)
H (3.682838, -1.347094, 7.088907)
H (4.921218, 1.182344, 5.846747)
H (5.718811, -0.385462, 5.961350)
H (3.689354, -0.032852, 1.939593)
H (1.902295, 0.050516, 1.984510)
H (2.734427, -1.394709, 2.625661)
C (-2.942273, 2.509705, -2.449818)
C (-4.188111, 1.736328, -2.839980)
O (-3.994141, 0.333920, -2.709246)
S (-3.982937, -0.315616, -1.214689)
C (-4.055823, -2.020057, -1.705241)
O (-5.220536, 0.027226, -0.544211)
O (-2.691100, -0.075331, -0.611239)
H (-2.724039, 2.395591, -1.384200)
H (-3.067232, 3.577027, -2.653448)
H (-2.070041, 2.141003, -2.999279)
H (-5.056098, 2.061934, -2.256438)
H (-4.414975, 1.933441, -3.893435)
H (-5.012534, -2.210567, -2.194117)
H (-3.966430, -2.630089, -0.804076)
H (-3.222908, -2.230282, -2.378727)
C (2.410938, 3.554715, -7.003109)
C (1.151785, 2.769641, -7.320350)
O (1.208577, 1.453609, -6.785284)
S (1.003552, 1.254791, -5.180866)
C (0.836373, -0.512428, -5.188663)
O (-0.264352, 1.838759, -4.793396)
O (2.239318, 1.587454, -4.507852)
H (2.503199, 3.735985, -5.928484)
H (2.401308, 4.525576, -7.506687)
H (3.301765, 2.999665, -7.314533)
H (0.257787, 3.292864, -6.964052)
H (1.056857, 2.671750, -8.407316)
H (-0.075409, -0.782719, -5.723628)
H (0.775705, -0.845794, -4.150677)
H (1.715240, -0.948813, -5.666875)
C (-1.120089, -1.083855, 3.752864)
C (-2.117734, -2.073776, 2.847778)
O (-1.267659, -3.209732, 2.426424)
O (-1.627009, -4.250764, 3.122746)
C (-0.798548, -4.422107, 4.327435)
O (0.505503, -4.734784, 4.186205)
O (-1.275983, -4.239363, 5.717913)
H (-0.248427, -1.675173, 4.276797)
H (-1.833426, -0.537997, 4.509666)
H (-0.596502, -0.330714, 3.002386)
H (-2.479804, -1.404322, 1.944085)
H (-3.047161, -2.419671, 3.469416)
H (-1.317202, -3.259371, 5.930936)

Atoms 1-6, force components in eV/Å:
C -0.35 0.02 0.13
C 0.32 0.32 1.07
O -0.88 0.25 -1.03
S 0.48 -0.17 -0.12
C 0.16 -0.13 0.05
O -0.46 -1.09 0.52

## Properties
ΔE to the lowest compared entry with this formula, charge and spin = 6.200 eV
Electronic energy = -72046.0088 eV
Net charge = 0

***

Formula: C12H30O6
Source: the Open Molecules 2025 dataset
Level of theory: the ωB97M-V functional and the def2-TZVPD basis

Atoms and positions in Å:
C (-5.063180, -0.365428, -2.835604)
O (-5.872677, 0.798136, -2.612304)
C (-6.462990, 1.375370, -3.828439)
C (-5.445683, 2.171289, -4.731535)
O (-6.039956, 2.957365, -5.729534)
C (-6.373762, 2.191082, -6.918798)
H (-5.462791, -1.114543, -3.519147)
H (-4.824138, -0.985055, -1.971301)
H (-4.100799, -0.052660, -3.240675)
H (-7.156879, 2.188370, -3.614771)
H (-7.040040, 0.642674, -4.392595)
H (-4.610129, 1.550150, -5.054204)
H (-4.962115, 2.923574, -4.108389)
H (-6.967985, 2.751461, -7.640583)
H (-6.920273, 1.288286, -6.646047)
H (-5.533680, 1.827617, -7.510624)
C (0.251157, -0.015621, 0.370732)
O (-0.313816, -0.879824, 1.386195)
C (-0.230639, -2.303875, 1.120478)
C (-0.755149, -3.213142, 2.243846)
O (-0.688924, -4.605382, 2.111000)
C (-1.348566, -5.268784, 3.197966)
H (1.310587, 0.096485, 0.601219)
H (-0.235528, 0.958926, 0.409277)
H (0.210627, -0.477094, -0.615936)
H (0.795670, -2.602236, 0.906540)
H (-0.744559, -2.635596, 0.218289)
H (-1.805308, -2.935125, 2.333079)
H (-0.281680, -2.836434, 3.150487)
H (-2.435526, -5.193641, 3.166701)
H (-1.025298, -4.765382, 4.109118)
H (-1.060715, -6.302288, 3.390644)
C (6.621320, 3.827870, 2.379569)
O (5.565456, 3.339791, 3.203998)
C (5.715496, 2.154584, 3.919214)
C (5.781859, 0.729322, 3.261947)
O (7.024406, 0.453734, 2.692399)
C (6.997626, -0.870811, 2.233481)
H (7.594659, 4.039353, 2.822250)
H (6.181018, 4.769499, 2.051599)
H (6.904183, 3.040833, 1.680534)
H (4.773987, 2.167804, 4.468286)
H (6.451445, 2.297338, 4.710478)
H (4.925823, 0.568423, 2.606645)
H (5.640492, 0.036095, 4.091141)
H (7.998875, -1.299018, 2.186339)
H (6.592194, -0.762090, 1.227552)
H (6.425906, -1.661404, 2.719484)

Atoms 1-6, force components in eV/Å:
C 0.50 0.26 -0.77
O -0.67 -0.07 -1.03
C 1.01 0.56 -0.24
C 0.55 -0.18 1.40
O -0.50 -1.03 -1.79
C -0.11 -0.22 0.41

## Properties
ΔE to the lowest compared entry with this formula, charge and spin = 3.665 eV
Electronic energy = -25209.5103 eV
Net charge = 0